# 1
Computed, not measured: a molecular structure, C15H24MnNO5Sb, with wB97M-V/def2-TZVPD.

Output
* HOMO level (alpha / beta): -7.852 / -7.860 eV
* lowest unoccupied orbital energy (alpha / beta): 0.0069 / 0.0033 hartree
* net charge: 0
* Kohn-Sham gap (alpha / beta): 8.04 / 7.95 eV
* spin multiplicity: 6

Last column: Mulliken charge in e.
Geometry (Å):
Mn -0.100 0.168 0.411  1.148
C -0.281 6.453 -2.397  -0.777
O -1.001 6.545 -1.177  -0.463
C -1.135 5.420 -0.444  1.199
C -1.846 5.587 0.769  -1.157
C -2.026 4.503 1.568  -0.801
C -1.521 3.211 1.246  0.096
C -1.715 2.119 2.152  0.921
C -2.656 2.189 3.327  -1.224
O -1.124 1.019 2.035  -0.642
C -0.812 3.057 0.008  0.318
O -0.331 1.942 -0.429  -0.499
C -0.636 4.198 -0.816  -0.481
H -0.279 7.454 -2.819  0.234
H -0.771 5.764 -3.089  0.330
H 0.745 6.126 -2.218  0.329
H -2.219 6.566 1.029  0.434
H -2.556 4.649 2.497  0.176
H -3.088 3.161 3.533  0.351
H -2.141 1.817 4.212  0.309
H -3.471 1.495 3.113  0.290
H -0.091 4.055 -1.735  0.206
N -1.496 -1.569 0.612  -0.525
C -0.777 -2.747 1.173  -0.427
C 0.348 -3.179 0.257  -0.548
C 1.396 -2.088 0.001  0.699
O 2.129 -2.165 -0.969  -0.614
O 1.381 -1.111 0.866  -0.831
H -2.152 -1.213 1.301  0.292
H -2.046 -1.846 -0.196  0.256
H -1.472 -3.574 1.345  0.418
H -0.373 -2.430 2.133  0.288
H -0.030 -3.497 -0.718  0.247
H 0.857 -4.048 0.682  0.343
C 3.088 -0.311 -3.739  -1.317
Sb 1.896 0.768 -2.332  0.738
C 0.147 -0.442 -2.759  -1.405
C 1.322 2.297 -3.740  -1.455
H 2.494 -0.554 -4.620  0.406
H 3.439 -1.227 -3.270  0.296
H 3.942 0.294 -4.040  0.368
H -0.318 -0.055 -3.667  0.548
H -0.641 -0.459 -1.996  0.304
H 0.481 -1.466 -2.916  0.411
H 1.348 1.891 -4.752  0.462
H 1.979 3.163 -3.684  0.374
H 0.302 2.611 -3.515  0.372

---

# 2
Computed, not measured: a molecular structure, C15H24N2O2S2Tc in a non-equilibrium geometry, with wB97M-V/def2-TZVPD.

Output
* HOMO level (alpha / beta): -7.191 / -7.534 eV
* lowest unoccupied orbital energy (alpha / beta): -0.0720 / -0.0215 hartree
* relative energy (zero: lowest compared OMol25 entry of this formula, charge and spin): 51.2 kcal/mol
* net charge: 0
* Kohn-Sham gap (alpha / beta): 5.23 / 6.95 eV
* spin multiplicity: 2

Last column: Mulliken charge in e.
Geometry (Å):
Tc 0.570 -0.095 0.561  0.257
C -1.076 0.312 -0.833  1.001
C -0.816 1.753 -0.942  0.931
C -1.541 2.401 0.030  0.676
C -2.278 1.432 0.781  1.038
C -2.031 0.169 0.264  0.672
C -2.793 -1.077 0.611  -2.084
C -3.139 1.782 1.946  -1.685
C -1.503 3.854 0.362  -1.731
C 0.086 2.386 -1.958  -2.107
C -1.213 -0.515 -2.092  -1.854
H -2.261 -1.972 0.296  0.338
H -3.766 -1.072 0.109  0.280
H -2.970 -1.145 1.684  0.475
H -2.556 2.337 2.687  0.316
H -3.563 0.899 2.418  0.396
H -3.959 2.430 1.626  0.359
H -0.977 3.997 1.312  0.284
H -2.512 4.255 0.481  0.358
H -0.987 4.428 -0.406  0.443
H 0.786 3.076 -1.484  0.420
H -0.495 2.955 -2.688  0.347
H 0.661 1.629 -2.490  0.346
H -1.512 -1.537 -1.858  0.335
H -0.278 -0.555 -2.651  0.318
H -1.976 -0.069 -2.737  0.391
N 2.332 -0.229 2.164  -0.470
N 2.160 0.847 3.039  -0.145
C 1.158 1.782 2.787  0.414
O 1.053 2.748 3.512  -0.659
O 0.401 1.485 1.768  -0.472
H 2.270 -1.109 2.665  0.258
H 3.221 -0.190 1.678  0.280
H 2.889 1.098 3.683  0.209
C 3.330 -2.653 -2.365  -1.461
C 2.316 -2.215 -1.347  0.659
S 2.208 -0.495 -1.076  -0.192
C 1.517 -3.056 -0.670  0.617
C 1.533 -4.553 -0.828  -1.519
S 0.355 -2.423 0.464  -0.182
H 4.084 -1.880 -2.506  0.418
H 2.847 -2.829 -3.329  0.295
H 3.822 -3.578 -2.061  0.345
H 2.541 -4.954 -0.704  0.340
H 1.176 -4.841 -1.819  0.301
H 0.885 -5.014 -0.085  0.443

---

Number 1: E_tot -65531.434 eV. Number 2: E_tot -46888.717 eV.